This record from OMol25 describes a single C3H4O3S molecule in a non-equilibrium geometry. The level of theory is ωB97M-V/def2-TZVPD.

```
! wB97M-V def2-TZVPD RIJCOSX def2/J DEFGRID3
* xyz 0 1
C 0.745 -0.115 0.030
C -0.435 -0.923 0.154
C -0.635 0.392 -0.101
O -1.388 -1.114 -2.436
O 0.343 0.618 -2.591
O -2.004 1.212 -2.256
S -0.991 0.230 -2.209
H 1.183 0.126 1.040
H 1.471 -0.021 -0.758
H -0.844 -1.951 0.272
H -1.272 1.132 0.436
*
```

Energy above the lowest of the compared OMol25 structures with the same formula, charge and spin ... 535.7 kJ/mol
Highest occupied orbital energy ... -0.3954 Eh
HOMO-LUMO gap ... 0.3266 Eh

Here are the natural (NBO) charges for atoms 1 to 5, given in e: C -0.458; C 0.117; C -0.432; O -0.920; O -0.893

---

This record from OMol25 describes a single C3H4O3S molecule in a non-equilibrium geometry. The level of theory is ωB97M-V/def2-TZVPD.

```
! wB97M-V def2-TZVPD RIJCOSX def2/J DEFGRID3
* xyz 0 1
C 0.476 -0.832 -0.704
C -0.906 -0.285 -0.676
C 0.774 1.411 0.981
O -0.193 1.796 0.427
O -1.703 -0.540 0.225
O -1.353 -1.143 1.291
S 1.739 0.105 0.256
H 0.451 -1.801 -0.194
H 0.631 -0.982 -1.721
H -1.229 0.148 -1.588
H 1.313 2.123 1.701
*
```

Energy above the lowest of the compared OMol25 structures with the same formula, charge and spin ... 630.1 kJ/mol
Highest occupied orbital energy ... -0.3379 Eh
HOMO-LUMO gap ... 0.3403 Eh

Here are the natural (NBO) charges for atoms 1 to 5, given in e: C -0.628; C 0.322; C 0.255; O -0.530; O -0.042

---

This record from OMol25 describes a 3-piece molecular cluster, C3H4O3S overall in a non-equilibrium geometry. The level of theory is ωB97M-V/def2-TZVPD.

```
! wB97M-V def2-TZVPD RIJCOSX def2/J DEFGRID3
* xyz 0 1
C -2.775 1.557 0.419
C -2.814 0.359 0.474
C 2.881 -1.595 0.403
O 2.553 2.558 -0.706
O 0.742 0.950 -0.361
O 3.217 -0.463 0.590
S 1.740 1.831 0.227
H -2.662 2.644 0.604
H -3.024 -0.675 0.810
H 2.592 -2.371 1.103
H 2.621 -1.983 -0.590
*
```

Energy above the lowest of the compared OMol25 structures with the same formula, charge and spin ... 469.4 kJ/mol
Highest occupied orbital energy ... -0.3900 Eh
HOMO-LUMO gap ... 0.3614 Eh

Here are the natural (NBO) charges for atoms 1 to 5, given in e: C -0.246; C -0.245; C 0.318; O -0.828; O -0.838

---

What is the HOMO-LUMO gap in the second record? 0.3403 Eh

---

Look up the HOMO-LUMO gap of the third one. 0.3614 Eh

---

The highest highest occupied orbital energy belongs to which entry? number 2

---

What is the HOMO-LUMO gap in the second record? 0.3403 Eh